1.
Below is a cluster of 7 separate species, C4H22NO8S in total in a non-equilibrium geometry, with properties calculated with ωB97M-V/def2-TZVPD.

```
! wB97M-V def2-TZVPD RIJCOSX def2/J DEFGRID3
* xyz 1 1
O -1.2243 -1.9323 1.6797
C -1.1215 -2.2544 0.5326
O -0.4276 -3.3622 0.1497
C -1.1370 -1.3158 -0.6875
C -2.0617 -0.2126 -0.4041
C -2.5549 0.7256 -1.5434
S -1.6915 2.3706 -1.6265
N 0.3472 -0.9187 -0.9334
H -0.8207 -4.0898 0.6963
H -1.3551 -1.7413 -1.6682
H -1.6697 0.5040 0.2166
H -2.9682 -0.4777 0.2837
H -2.4520 0.3687 -2.6287
H -3.6172 0.9724 -1.5175
H -2.3106 2.8121 -2.7586
H 0.5336 -0.3229 -1.8137
H 0.9170 -1.7472 -0.9368
H 0.7453 -0.2931 -0.1409
H -2.5174 2.4367 2.4298
H -2.0004 2.1640 0.9530
O -2.5252 1.9056 1.7343
H 1.8642 1.0781 2.6430
H 2.6057 2.2256 1.9332
O 2.2647 1.3358 1.8350
H 1.7032 1.6441 0.2875
H 1.4316 2.4127 -1.0110
O 1.1403 1.5965 -0.6242
H 0.1433 -0.6600 2.3733
H -0.5611 0.7061 2.3279
O 0.2522 0.2378 2.3398
H 2.7759 -0.8495 0.5278
H 4.0940 -0.3570 1.1261
O 3.5001 -0.4559 0.4087
H 3.3244 -1.3045 -1.3889
H 2.6773 -1.5897 -2.8341
O 2.6960 -1.6117 -1.9604
*
```

Its HOMO-LUMO gap is 0.3301 Eh. As for the highest occupied orbital energy: -0.4454 Eh. For the total energy, the calculation gives -1220.12856 Eh.

***

2.
Below is a structure of composition C22H25Cl2N4O2RuS2, with properties calculated with ωB97M-V/def2-TZVPD.

```
! wB97M-V def2-TZVPD RIJCOSX def2/J DEFGRID3
* xyz 2 2
Ru 0.1469 0.2811 -0.7777
C 5.3390 4.7735 2.4632
C 4.6974 3.8128 1.5042
C 4.9335 2.4405 1.5971
C 4.3636 1.5565 0.6998
C 3.5346 2.0583 -0.2961
C 3.2745 3.4185 -0.4131
C 3.8618 4.2844 0.4922
S 2.8756 0.9760 -1.4833
O 3.8649 0.4918 -2.3858
O 1.6541 1.5929 -2.0384
N 2.1776 -0.2014 -0.5952
C 2.0271 -1.4906 -1.0511
C 2.8905 -2.2735 -1.8174
C 2.4567 -3.5311 -2.1590
C 1.1782 -3.9689 -1.7721
C 0.3804 -3.1159 -1.0558
N 0.7953 -1.8910 -0.6633
H 5.9306 4.2548 3.2142
H 4.5863 5.3762 2.9727
H 5.9946 5.4610 1.9271
H 5.5808 2.0630 2.3780
H 4.5575 0.4942 0.7754
H 2.6285 3.7858 -1.1997
H 3.6773 5.3483 0.4073
H 3.8516 -1.8922 -2.1258
H 3.0990 -4.1808 -2.7383
H 0.8279 -4.9600 -2.0201
H -0.6043 -3.4313 -0.7248
Cl 0.4083 1.5772 1.2810
C -0.3816 3.1103 0.9147
C -0.2620 4.1301 1.8393
C -0.9063 5.3271 1.5754
C -1.6546 5.4759 0.4144
C -1.7468 4.4331 -0.4893
Cl -2.6811 4.6375 -1.9291
C -1.0959 3.2143 -0.2667
S -1.1327 1.9642 -1.5223
H 0.3208 3.9891 2.7391
H -0.8293 6.1455 2.2771
H -2.1659 6.4038 0.1999
N -4.6012 -0.9551 0.1657
C -3.7497 -0.6487 1.3675
C -2.4933 0.0834 0.9267
N -1.7181 -0.6570 -0.0909
C -2.5735 -1.0286 -1.2377
C -3.8343 -1.7759 -0.8328
H -4.9035 -0.0797 -0.2719
H -5.4514 -1.4472 0.4493
H -3.5320 -1.6032 1.8470
H -4.3330 -0.0366 2.0529
H -1.8658 0.2602 1.7969
H -2.7466 1.0561 0.4974
H -1.3168 -1.4915 0.3349
H -2.0013 -1.6509 -1.9251
H -2.8291 -0.1035 -1.7593
H -3.6174 -2.7297 -0.3511
H -4.4732 -1.9555 -1.6955
*
```

Its HOMO-LUMO gap (spin up / spin down) is 0.2547 / 0.2670 Eh. The calculation puts the energy above the lowest of the compared OMol25 structures with the same formula, charge and spin at 49.0 kcal per mole. As for the highest occupied orbital energy (spin up / spin down): -0.4992 / -0.5027 Eh. Its expectation value of S² is 0.7587. For the total energy, the calculation gives -3033.91580 Eh.

***

3.
Below is an isolated molecule of C3H4ClN3 in a non-equilibrium geometry, with properties calculated with ωB97M-V/def2-TZVPD.

```
! wB97M-V def2-TZVPD RIJCOSX def2/J DEFGRID3
* xyz 0 1
C -1.3884 -0.0871 0.0053
C -0.8078 1.1255 0.0008
C 0.8564 -0.4732 -0.0002
H -1.2275 2.1563 0.0286
H 1.2779 1.6247 -0.0242
H 2.7592 -0.4986 -0.0150
H -0.5256 -2.0463 0.0084
N 0.5696 0.8876 -0.0030
N 1.9470 -1.1255 0.0091
N -0.4108 -1.0605 -0.0095
Cl -3.0501 -0.5030 -0.0004
*
```

Its HOMO-LUMO gap is 0.3084 Eh. The calculation puts the energy above the lowest of the compared OMol25 structures with the same formula, charge and spin at 6.5 kcal per mole. As for the highest occupied orbital energy: -0.2791 Eh. For the total energy, the calculation gives -741.17055 Eh.

***

4.
Below is a cluster of 2 separate species, C17H36FNO5P in total in a non-equilibrium geometry, with properties calculated with ωB97M-V/def2-TZVPD.

```
! wB97M-V def2-TZVPD RIJCOSX def2/J DEFGRID3
* xyz 1 1
C 1.5631 -1.5315 -3.5315
C 2.8142 -1.0390 -2.7779
C 2.6337 0.4433 -2.4042
C 3.9109 1.0084 -1.7732
C 4.0436 0.7489 -0.2866
O 3.6171 1.9256 0.4554
P 2.2797 1.8050 1.2659
O 1.3327 0.8079 0.7550
O 2.6966 1.4980 2.7547
O 1.6707 3.2424 1.2995
C 1.6185 3.9533 0.0399
C 2.7447 4.9447 -0.1835
C 3.3894 5.5060 1.0747
F 3.7086 4.4323 -1.0301
H 1.1713 -0.7042 -4.1107
H 1.8557 -2.3216 -4.2131
H 0.8188 -1.8849 -2.8315
H 3.7096 -1.1193 -3.3825
H 2.9085 -1.5721 -1.8379
H 2.3325 1.0269 -3.2678
H 1.7996 0.4771 -1.7045
H 4.7599 0.5481 -2.2720
H 3.9943 2.0662 -1.9876
H 5.0974 0.6295 -0.0650
H 3.5518 -0.1601 0.0399
H 2.9087 0.5617 2.8031
H 0.6614 4.4481 -0.0368
H 1.6806 3.2224 -0.7631
H 2.3101 5.7776 -0.7285
H 4.4560 5.3313 1.0354
H 2.9879 5.1007 1.9939
H 3.2431 6.5791 1.1045
C -4.5560 -0.5566 0.1925
C -4.2986 -2.0691 0.3729
C -4.4720 -2.4555 1.8473
C -3.3544 -1.9242 2.7489
C -1.9668 -2.3306 2.2442
C -1.7043 -2.0175 0.7629
N -2.8985 -2.4638 -0.0693
O -2.8382 -3.6566 -0.3265
C -1.4162 -0.5186 0.5615
C -0.4234 -2.7161 0.3139
C -5.3595 -2.7465 -0.4933
H -5.6256 -0.3648 0.1939
H -4.1457 0.0543 0.9913
H -4.1614 -0.1946 -0.7569
H -4.5127 -3.5467 1.9367
H -5.4356 -2.0816 2.1892
H -3.4179 -0.8383 2.8368
H -3.4945 -2.3161 3.7569
H -1.1989 -1.8335 2.8338
H -1.8403 -3.4061 2.4095
H -1.3744 -0.2646 -0.4987
H -0.4499 -0.2614 0.9889
H -2.1388 0.1374 1.0421
H -0.4279 -3.7841 0.5334
H 0.4204 -2.2826 0.8426
H -0.2539 -2.5855 -0.7554
H -5.2485 -2.4604 -1.5399
H -6.3450 -2.4343 -0.1620
H -5.3319 -3.8339 -0.4313
*
```

Its HOMO-LUMO gap is 0.2269 Eh. As for the highest occupied orbital energy: -0.4688 Eh. For the total energy, the calculation gives -1541.29846 Eh.